Record 1
This record from OMol25 describes a gas-phase ion, C6H9N2 (charge +1) in a non-equilibrium geometry. The level of theory is ωB97M-V with the def2-TZVPD basis set.

XYZ file:
```
17
Properties=species:S:1:pos:R:3:lowdin_charge:R:1
N 2.02917 -1.25779 -0.11054 0.109
N 1.11427 2.16253 0.14009 0.165
C -0.35415 -1.56583 0.22969 -0.026
C -2.02726 0.20589 -0.16976 -0.043
C -1.16543 1.27483 -0.18318 -0.100
C -1.68459 -1.16997 0.07088 -0.041
C 0.78248 -0.85516 -0.30022 -0.228
C 0.17887 1.20147 0.07268 -0.087
H -3.07400 0.55535 0.00682 0.135
H 0.98151 3.13832 -0.03998 0.124
H 2.25457 -1.53344 0.78161 0.082
H -1.78223 2.24209 -0.02112 0.152
H -0.18108 -2.61208 0.57841 0.141
H 2.88465 -1.15604 -0.66754 0.146
H 0.68410 -0.62541 -1.46812 0.208
H 1.86680 1.88173 0.77783 0.131
H -2.50768 -1.88649 0.30243 0.132
```

Calculated values
E_HOMO   -13.1 eV
Frontier orbital gap   8.005 eV
LUMO   -5.1 eV
Structure (SMILES)   N/C=C/C=C\C=C=[NH2+]
E   -9338.2943 eV
Total charge   +1


Record 2
This record from OMol25 describes a molecular structure, C6H9N2 in a non-equilibrium geometry. The level of theory is ωB97M-V with the def2-TZVPD basis set.

XYZ file:
```
17
Properties=species:S:1:pos:R:3:lowdin_charge:R:1
N 1.59262 -0.20415 -0.10473 -0.086
N -1.67663 -0.09868 -0.41445 -0.056
C -2.61102 0.38902 0.59008 -0.025
C 0.31581 -0.66551 0.27166 -0.086
C 2.90676 -0.37806 0.36476 -0.046
C 0.88513 0.81525 -0.88987 0.165
C -0.80782 -1.28156 -0.05180 0.053
C -0.31220 0.64427 -0.23424 -0.073
H -2.90641 1.42888 0.21237 0.140
H -2.27272 -0.14887 -1.26046 0.203
H 3.01885 -0.05796 1.50699 0.145
H 1.77877 2.98686 -2.33165 0.118
H -3.53220 -0.32884 0.68689 0.149
H 3.56983 0.17804 -0.30979 0.107
H 3.23130 -1.39379 0.43233 0.082
H -2.10995 0.40561 1.53796 0.095
H -1.07014 -2.29051 -0.00605 0.117
```

Calculated values
E_HOMO (alpha / beta)   -13.5 / -13.5 eV
Frontier orbital gap (alpha / beta)   7.366 / 8.995 eV
LUMO (alpha / beta)   -6.1 / -4.5 eV
E   -9329.0019 eV
Total charge   +1


Record 3
This record from OMol25 describes 2 unconnected molecules or ions with the total composition C6H9N2O2 in a non-equilibrium geometry. The level of theory is ωB97M-V with the def2-TZVPD basis set.

XYZ file:
```
19
Properties=species:S:1:pos:R:3:lowdin_charge:R:1
O -1.18244 2.19633 1.05676 -0.114
O -1.09489 2.67550 3.24851 -0.046
N -0.42599 0.59348 -0.79285 0.041
N -0.22639 -1.48058 -1.59562 0.062
C 1.02874 -0.92701 -1.50164 -0.394
C -1.19063 1.89209 2.30124 -0.732
C -1.32456 0.38443 2.58666 -0.035
C 0.90893 0.35784 -1.05535 -0.101
C -1.02926 -0.56779 -1.09795 -0.255
C 2.21324 -1.62083 -2.09928 -0.074
H 2.02868 -2.69041 -2.03568 0.059
H -2.10638 -0.65764 -1.07214 0.106
H -0.59529 1.36213 -0.01326 0.081
H -1.24530 0.17653 3.65116 0.057
H 1.61947 1.16652 -1.11981 0.106
H -0.58775 -0.11041 1.96051 0.054
H 3.10908 -1.38920 -1.52971 0.060
H -2.30456 0.02805 2.26069 0.063
H 2.40532 -1.38903 -3.15224 0.064
```

Calculated values
E_HOMO   -5.0 eV
Frontier orbital gap   8.654 eV
LUMO   3.7 eV
E   -13445.3070 eV
Total charge   -1


Record 4
This record from OMol25 describes 2 unconnected molecules or ions with the total composition C6H9N2O2 in a non-equilibrium geometry. The level of theory is ωB97M-V with the def2-TZVPD basis set.

XYZ file:
```
19
Properties=species:S:1:pos:R:3:lowdin_charge:R:1
O 0.67252 0.19412 -2.28017 -0.119
O -0.72355 1.70881 -3.18449 -0.073
N 1.60175 -0.43574 2.42857 0.061
N 1.10049 -0.32606 0.27573 0.057
C -0.33255 0.55471 -2.94575 -0.773
C 0.38240 0.18311 2.27849 -0.380
C -1.22906 -0.59929 -3.44475 -0.056
C 1.99892 -0.69854 1.21310 -0.240
C -0.43486 0.59685 3.46923 -0.065
C 0.07101 0.25574 0.95420 -0.073
H 0.10243 0.37445 4.37784 0.058
H -0.75427 -1.49191 -3.86989 0.054
H 1.32377 -0.25714 -0.72000 0.091
H -1.39339 0.06334 3.41827 0.065
H -1.99892 -0.27538 -4.14215 0.047
H -1.77385 -0.93770 -2.55727 0.057
H -0.70864 0.74599 0.40379 0.118
H -0.76855 1.63524 3.37893 0.064
H 2.86434 -1.29062 0.94631 0.105
```

Calculated values
E_HOMO   -4.7 eV
Frontier orbital gap   8.379 eV
LUMO   3.7 eV
E   -13445.3347 eV
Total charge   -1


Record 5
This record from OMol25 describes 2 unconnected molecules or ions with the total composition C6H9N2O2 in a non-equilibrium geometry. The level of theory is ωB97M-V with the def2-TZVPD basis set.

XYZ file:
```
19
Properties=species:S:1:pos:R:3:lowdin_charge:R:1
O 0.23673 1.14313 -1.99341 0.019
O -0.57875 1.47554 -4.03324 0.005
N -0.03898 -0.16943 0.14310 -0.064
N 1.21365 -1.00135 1.79256 0.030
C -0.37032 0.51630 1.27613 -0.138
C 0.70141 0.44228 3.69550 -0.082
C -0.93427 -0.70146 -3.07414 -0.005
C 0.47255 0.01032 2.26427 -0.444
C 0.83432 -1.12458 0.47623 -0.259
C -0.40594 0.75946 -3.05907 -0.640
H 1.14134 -1.91880 -0.18014 0.079
H 1.66219 -0.05015 3.88034 0.057
H -0.06201 0.34067 4.45488 0.045
H -1.97676 -0.61219 -3.39818 0.070
H -0.84346 -1.18743 -2.11083 0.051
H -1.28072 1.07886 1.32541 0.080
H -0.12371 0.58995 -1.10285 0.065
H -0.51112 -1.12861 -3.97648 0.068
H 0.86384 1.53749 3.61994 0.062
```

Calculated values
E_HOMO   -3.9 eV
Frontier orbital gap   7.777 eV
LUMO   3.9 eV
E   -13444.6875 eV
Total charge   -1


Record 6
This record from OMol25 describes 2 unconnected molecules or ions with the total composition C6H9N2O2 in a non-equilibrium geometry. The level of theory is ωB97M-V with the def2-TZVPD basis set.

XYZ file:
```
19
Properties=species:S:1:pos:R:3:mulliken_spin:R:1
O -1.52510 0.52917 -1.57358 0.006
O 0.19751 1.93102 -1.42455 0.012
N -0.11796 0.39154 0.74344 0.048
N 0.45449 -0.18415 2.85401 -0.092
C 0.44365 -0.78997 0.65115 0.288
C -0.99736 1.64602 -3.56648 0.000
C -0.00868 0.75253 2.08344 0.288
C 1.27519 -2.50144 2.43882 0.008
C 0.79985 -1.19108 1.95182 0.352
C -0.74925 1.40737 -2.05294 -0.001
H 0.60426 -1.22023 -0.32479 0.007
H 1.82160 -3.01649 1.65200 0.008
H 1.71333 -2.38374 3.41969 0.007
H 0.36324 -3.12033 2.50244 0.052
H -2.03412 2.01164 -3.55059 0.000
H -0.42147 1.04626 -0.02619 0.006
H -1.15367 0.65797 -3.99627 0.000
H -0.32756 1.74745 2.35907 0.011
H -0.33796 2.28647 -4.14048 0.000
```

Calculated values
E_HOMO (alpha / beta)   -8.5 / -8.4 eV
Frontier orbital gap (alpha / beta)   8.831 / 4.646 eV
⟨S²⟩   0.76
LUMO (alpha / beta)   0.4 / -3.8 eV
2S+1   2
E   -13440.9169 eV


Record 7
This record from OMol25 describes C6H9N3 in the gas phase in a non-equilibrium geometry. The level of theory is ωB97M-V with the def2-TZVPD basis set.

XYZ file:
```
18
Properties=species:S:1:pos:R:3:lowdin_charge:R:1
N -2.13722 1.16906 -0.14487 0.022
N -2.76578 -0.14155 -0.18505 0.038
N 0.43179 -1.05536 0.68399 -0.006
C -1.04931 1.28354 0.56079 -0.117
C -0.62757 -0.92759 -0.29719 -0.253
C -2.01450 -1.20456 -0.33344 -0.120
C 1.77310 0.76692 -0.59446 -0.129
C 1.74168 -0.48738 0.15186 -0.264
C -0.52534 -0.07929 0.94218 -0.273
H -0.76734 2.34333 0.76475 0.116
H 1.28860 0.69147 -1.60964 0.096
H -0.29152 -0.53127 -1.31420 0.163
H 1.44959 1.63723 0.03336 0.079
H 2.14896 -1.33577 -0.56661 0.153
H 2.91026 0.92727 -0.52417 0.110
H -2.58726 -2.05920 -0.37231 0.087
H -1.30062 -0.48500 1.71082 0.177
H 2.32248 -0.51184 1.09419 0.120
```

Calculated values
E_HOMO   -9.0 eV
Frontier orbital gap   9.670 eV
LUMO   0.7 eV
Structure (SMILES)   CCN1[C@H]2C=NN=C[C@@H]21
E   -10831.8192 eV


Record 8
This record from OMol25 describes C6H9N3 in the gas phase in a non-equilibrium geometry. The level of theory is ωB97M-V with the def2-TZVPD basis set.

XYZ file:
```
18
Properties=species:S:1:pos:R:3:lowdin_charge:R:1
N 4.76806 -0.98235 0.19127 0.134
N 0.19979 -0.03588 0.22292 0.042
N -0.98946 -0.69226 0.33247 -0.246
C 2.58567 1.36116 -1.05038 -0.021
C 1.39519 -0.63095 0.14579 -0.154
C -2.10287 0.21324 0.11105 -0.053
C 3.67931 -0.57469 0.01498 -0.246
C -1.26491 -1.99926 0.52158 0.096
C 2.46177 0.08567 -0.22236 -0.289
H -2.25569 -2.30719 0.66674 0.053
H -1.90439 1.10384 0.84080 0.129
H 1.59908 1.40520 -1.40904 0.048
H 3.41872 1.17640 -1.71221 0.086
H 1.64084 -1.60510 0.49415 0.105
H -2.23698 0.67454 -0.87555 0.093
H -0.43079 -2.65592 0.75139 0.073
H 2.60735 2.24062 -0.45654 0.070
H -3.09699 -0.16906 0.34248 0.080
```

Calculated values
E_HOMO (alpha / beta)   -7.6 / -7.6 eV
Frontier orbital gap (alpha / beta)   7.122 / 7.117 eV
LUMO (alpha / beta)   -0.5 / -0.5 eV
E   -10834.2190 eV